# 1
Computed, not measured: a structure of composition C10H7N3O3PdS2, with ωB97M-V with the def2-TZVPD basis set.

```
26
Properties=species:S:1:pos:R:3:forces:R:3
Pd -0.828232 1.591772 -0.741350 -0.07 -0.03 0.06
O -1.745696 0.233639 0.320630 0.13 -0.05 0.00
C -1.248379 -0.856232 0.844759 -0.06 0.01 0.01
C -2.147736 -1.668546 1.573039 0.00 0.00 0.00
C -1.744059 -2.834881 2.168144 0.01 0.00 0.00
C -0.414021 -3.260567 2.070977 -0.01 0.00 0.00
C 0.474506 -2.486917 1.368875 0.00 0.01 -0.01
C 0.091050 -1.285252 0.747115 0.03 -0.01 0.00
C 1.079747 -0.510984 0.018014 0.00 0.00 0.00
N 0.910216 0.638545 -0.629312 -0.15 -0.01 0.04
C 2.123464 1.012760 -1.177152 0.00 0.01 -0.01
C 3.040997 0.076403 -0.857007 0.01 0.00 0.00
N 2.375399 -0.870250 -0.109915 -0.01 0.00 0.01
H -3.171672 -1.326310 1.639122 0.00 0.00 0.00
H -2.462514 -3.430000 2.717533 0.00 0.00 0.00
H -0.090820 -4.179715 2.538630 0.00 0.00 0.00
H 1.500664 -2.828537 1.301871 0.00 0.00 0.00
H 2.234199 1.913562 -1.749131 -0.01 0.00 0.00
H 4.087100 -0.000540 -1.088659 0.00 0.00 0.00
H 2.779487 -1.700163 0.282588 0.01 0.00 -0.01
S -2.641412 4.423371 -1.917204 -0.04 0.00 0.01
S 1.361979 4.934658 -3.342684 -0.02 -0.01 0.01
C 0.616429 3.805279 -2.462331 -0.03 0.03 -0.01
N 0.057427 2.999300 -1.826835 -0.10 -0.04 0.04
O -2.833693 2.263214 -0.602843 0.23 0.13 -0.15
O -3.404429 3.346391 -1.086873 0.08 -0.03 0.01
```
Positions in Å, forces in eV/Å.

Results
* total energy: -46241.554 eV
* charge: 0
* ΔE to the lowest compared entry with this formula, charge and spin: 38.34 kcal per mole
* gap between HOMO and LUMO (spin up / spin down): 4.41 / 4.41 eV
* LUMO level (spin up / spin down): -3.5 / -3.5 eV
* HOMO (spin up / spin down): -0.2913 / -0.2912 hartree

# 2
Computed, not measured: a structure of composition C49H58N7O2SV in a non-equilibrium geometry, with ωB97M-V with the def2-TZVPD basis set.

```
118
Properties=species:S:1:pos:R:3:forces:R:3
V 0.784021 0.192021 0.484546 2.14 -0.56 2.08
C 3.464131 5.803252 1.609148 -0.05 0.04 -0.13
C 2.546470 5.557716 0.404292 0.03 -0.07 0.19
C 1.619364 4.406636 0.659213 0.02 -0.01 -0.04
C 0.389697 4.367896 1.245743 -0.11 -0.08 -0.02
C -0.518591 5.440596 1.779892 0.14 0.06 -0.11
C -0.352833 6.836635 1.181937 -0.05 -0.11 0.10
C 0.046908 2.960391 1.365839 0.13 0.10 0.11
C -0.954698 2.455591 2.178366 0.06 -0.20 0.00
C -1.010678 1.145848 2.635173 0.02 0.21 0.06
C -1.831676 0.706498 3.731518 -0.01 -0.15 -0.01
C -2.825255 1.552589 4.465173 0.20 0.03 0.05
C -2.155121 2.409755 5.546500 -0.08 0.00 -0.06
C -1.460970 -0.579687 4.008093 -0.03 0.18 0.08
C -0.468808 -0.942219 3.032628 -0.08 -0.18 -0.05
C 0.041517 -2.224391 2.866041 -0.01 0.13 -0.15
C 0.758937 -2.634348 1.756528 -0.10 -0.08 0.03
N 1.122152 -1.804548 0.738476 0.13 -0.65 0.02
C 1.749002 -2.586075 -0.183228 0.11 -0.09 0.05
C 2.574420 -2.084606 -1.175416 -0.02 0.21 0.03
C 3.050087 -0.774447 -1.183342 0.07 -0.27 0.15
N 2.566344 0.239966 -0.405666 0.78 0.04 -0.20
C 3.437226 1.289060 -0.556858 -0.13 0.25 -0.29
C 3.173785 2.600092 -0.185200 -0.08 -0.24 -0.01
C 1.985435 3.027101 0.386035 -0.03 0.09 -0.04
N 1.000200 2.182503 0.785181 -0.03 0.83 0.27
C 4.548187 0.893357 -1.383294 0.04 -0.23 0.09
C 4.277685 -0.374164 -1.817882 0.06 0.25 -0.13
C 5.070360 -1.167419 -2.810251 -0.16 0.13 -0.06
C 4.592646 -0.875653 -4.239381 0.09 -0.05 0.09
C 5.810491 1.676516 -1.570185 -0.11 -0.06 0.05
C 6.737361 1.497596 -0.361611 0.01 0.05 -0.09
C 1.706365 -3.978457 0.220053 -0.20 0.01 -0.10
C 1.149800 -3.999454 1.462609 0.16 0.05 0.01
C 1.042285 -5.156956 2.411085 -0.15 -0.07 -0.16
C -0.088144 -6.144009 2.100116 0.09 0.06 0.11
C 2.229610 -5.120368 -0.597584 0.19 0.04 0.20
C 3.636558 -5.570671 -0.184574 -0.09 0.01 -0.09
N -0.193222 0.123652 2.217127 -0.43 0.02 0.57
C -1.988182 -1.475106 5.087743 -0.04 -0.06 -0.18
C -3.050295 -2.453829 4.572617 0.07 0.03 0.11
H 4.139212 6.639877 1.422176 0.01 -0.01 0.03
H 2.870104 6.027522 2.496453 0.03 0.01 0.02
H 4.061794 4.915935 1.822212 0.01 0.01 0.03
H 1.981859 6.460933 0.188867 0.01 0.00 -0.07
H 3.156320 5.349214 -0.476786 -0.03 0.03 -0.03
H -1.545757 5.115308 1.600849 -0.02 0.00 0.07
H -0.391191 5.501153 2.866124 -0.08 -0.02 0.01
H -0.370309 6.795418 0.092380 0.02 0.05 -0.01
H -1.174900 7.472470 1.511575 0.01 0.03 -0.02
H 0.574903 7.307420 1.504814 0.01 0.03 -0.04
H -1.672820 3.147099 2.595938 0.02 0.03 0.00
H -3.346423 2.197754 3.754967 -0.09 -0.03 0.03
H -3.573774 0.909123 4.931339 -0.06 0.02 -0.06
H -1.429212 3.091377 5.101415 0.03 -0.01 0.02
H -2.893486 3.002312 6.088795 0.01 0.00 0.02
H -1.625763 1.777277 6.260217 0.01 0.01 0.01
H -0.203142 -2.966576 3.613755 -0.06 0.01 0.00
H 3.030444 -2.780352 -1.866525 0.03 -0.04 0.05
H 3.920484 3.342621 -0.429624 0.01 0.01 0.02
H 6.125649 -0.903369 -2.721563 0.03 -0.08 0.02
H 4.984135 -2.235968 -2.606808 0.08 -0.01 0.03
H 4.641129 0.196014 -4.437535 -0.01 0.00 -0.03
H 5.212413 -1.389954 -4.975345 -0.05 -0.02 -0.02
H 3.556807 -1.195000 -4.364642 0.00 0.01 -0.03
H 6.317859 1.341763 -2.476367 0.00 0.08 -0.04
H 5.584739 2.737517 -1.696673 0.02 0.00 -0.09
H 7.021510 0.450473 -0.249245 -0.01 0.00 0.01
H 7.646681 2.090363 -0.472202 0.00 0.00 0.02
H 6.229366 1.804994 0.553153 0.03 0.01 0.02
H 1.992306 -5.695823 2.401592 0.00 0.00 0.10
H 0.905768 -4.777920 3.424961 0.08 -0.01 0.01
H 0.076050 -6.647153 1.146553 -0.07 0.04 -0.04
H -0.134034 -6.909641 2.876093 -0.03 -0.03 -0.03
H -1.051268 -5.634285 2.066395 0.00 -0.01 -0.03
H 1.542748 -5.964514 -0.506678 0.00 -0.01 -0.08
H 2.241873 -4.827813 -1.649439 -0.06 -0.06 -0.02
H 3.627774 -6.005488 0.814733 0.05 0.03 0.02
H 4.015060 -6.323733 -0.877254 0.03 -0.02 0.03
H 4.326391 -4.725832 -0.182781 0.01 0.00 0.01
H -1.158119 -2.032757 5.528791 -0.02 0.01 0.05
H -2.418650 -0.863620 5.882917 0.06 -0.01 0.04
H -2.660462 -3.049355 3.746673 -0.03 -0.01 -0.02
H -3.374316 -3.131572 5.364027 -0.02 0.00 -0.01
H -3.922859 -1.908190 4.210273 -0.01 -0.02 -0.03
N 0.618149 0.252644 -3.520265 -0.05 0.02 -0.07
C -0.422097 1.277615 -3.610771 0.02 -0.09 0.11
C -1.638442 0.958517 -2.736159 0.49 -0.13 0.02
C -1.401934 0.959958 -1.235420 -0.56 0.38 -0.11
O -2.224931 1.449381 -0.480042 0.03 -0.09 -0.07
O -0.324798 0.366024 -0.817624 -2.12 0.21 -2.41
H 1.368595 0.448294 -4.171089 -0.01 -0.01 -0.02
H 0.236247 -0.657070 -3.752864 0.04 -0.01 0.01
H -0.784932 1.416334 -4.637810 -0.03 0.09 0.03
H 0.016035 2.225074 -3.285287 -0.02 0.02 -0.03
H -2.010275 -0.040389 -2.990503 -0.05 0.02 -0.01
H -2.429321 1.679027 -2.931522 -0.06 -0.05 -0.01
S -4.657227 -5.106024 1.587673 0.02 0.11 -0.08
C -3.519126 -3.928990 0.857999 -0.14 -0.15 0.06
C -3.667197 -2.570940 1.093343 0.09 0.05 -0.04
C -2.778074 -1.696107 0.484797 -0.03 -0.03 0.01
N -1.798121 -2.100732 -0.322344 -0.14 -0.04 -0.10
C -1.664410 -3.404218 -0.533832 -0.02 -0.01 0.05
C -2.490334 -4.363549 0.037580 0.02 0.05 -0.01
C -6.047074 -4.767754 0.510271 0.17 -0.07 0.14
C -6.077635 -5.288162 -0.774946 -0.11 0.04 -0.04
C -7.163319 -4.977419 -1.580235 0.03 0.01 0.03
N -8.175429 -4.209709 -1.184944 -0.08 0.01 -0.04
C -8.138521 -3.729780 0.053414 0.02 -0.02 -0.01
C -7.101853 -3.980860 0.943129 -0.06 -0.02 -0.05
H -4.456506 -2.198950 1.732294 0.00 -0.01 0.00
H -2.859659 -0.624452 0.639007 0.02 0.01 0.01
H -0.857173 -3.700742 -1.195497 0.02 -0.02 0.01
H -2.337530 -5.416842 -0.155135 -0.03 0.00 -0.02
H -5.277184 -5.918174 -1.137626 0.01 0.01 0.00
H -7.227052 -5.362678 -2.591824 0.03 -0.01 0.00
H -8.977988 -3.109382 0.347027 0.01 0.00 0.04
H -7.116048 -3.573729 1.944634 0.01 0.02 0.00
```
Positions in Å, forces in eV/Å.

Results
* total energy: -102807.450 eV
* charge: 0
* ΔE to the lowest compared entry with this formula, charge and spin: 19.98 kcal per mole
* 2S+1: 3
* gap between HOMO and LUMO (spin up / spin down): 5.84 / 5.70 eV
* LUMO level (spin up / spin down): -0.7 / -0.8 eV
* HOMO (spin up / spin down): -0.2412 / -0.2383 hartree

# 3
Computed, not measured: a structure of composition C12H23N3PS3Sr in a non-equilibrium geometry, with ωB97M-V with the def2-TZVPD basis set.

```
43
Properties=species:S:1:pos:R:3:forces:R:3
Sr 0.085069 -0.148438 0.061073 -0.76 0.86 -2.23
C -0.526420 -2.793435 4.574755 0.04 0.00 0.00
C -0.901696 -3.501602 3.280928 -0.28 -0.08 0.07
S -0.926786 -2.597949 1.699833 1.01 0.04 0.38
C 0.817806 -1.857449 1.915731 -0.55 0.51 0.20
C 0.823578 -0.353493 2.578847 -0.16 -1.35 0.24
S -0.858775 0.377259 2.831520 0.46 -0.02 0.33
C -0.648650 0.928315 4.541403 -0.04 0.00 -0.06
C -0.703830 -0.188217 5.599441 -0.06 -0.02 0.02
S -1.749337 -1.618876 5.227435 -0.03 0.03 0.00
H 0.432710 -2.286380 4.479759 -0.01 0.01 0.00
H -0.387004 -3.571494 5.330899 0.01 -0.01 -0.02
H -1.910165 -3.910669 3.370539 0.02 -0.04 -0.01
H -0.211251 -4.338428 3.157954 -0.04 -0.03 -0.03
H 1.303985 -1.948454 0.911183 0.04 0.05 0.62
H 1.389752 -2.559204 2.521241 0.02 0.12 0.15
H 1.419281 0.378372 2.026886 0.35 -0.23 0.00
H 1.298437 -0.442744 3.551334 -0.01 0.04 0.02
H -1.462890 1.636018 4.695472 -0.03 -0.02 -0.03
H 0.290776 1.475747 4.632134 -0.06 0.09 0.03
H -1.110197 0.231012 6.521205 0.07 0.04 0.01
H 0.298335 -0.545905 5.838833 -0.01 -0.04 -0.03
C 4.230678 1.047286 -1.760319 -0.15 0.02 0.09
P 3.533267 -0.093532 -0.501930 -0.12 -0.06 0.26
C 4.148396 -1.719245 -1.117526 0.03 -0.02 -0.17
C 4.704890 0.145611 0.900612 0.08 0.14 -0.10
H 5.304220 0.901671 -1.898014 -0.01 -0.02 0.01
H 4.029418 2.077537 -1.466354 0.00 0.00 0.00
H 3.706819 0.874191 -2.700479 0.00 0.01 -0.01
H 4.758108 -1.594085 -2.015258 0.02 0.00 0.01
H 3.307447 -2.373069 -1.349601 0.01 -0.01 -0.02
H 4.749896 -2.208558 -0.351789 -0.03 -0.03 0.01
H 5.744737 0.174939 0.564979 0.00 -0.04 0.00
H 4.584216 -0.689446 1.591979 -0.03 0.04 0.04
H 4.486899 1.073068 1.433886 -0.02 0.00 -0.01
C 0.215800 1.765230 -1.536706 -0.17 -0.07 0.29
H -0.234380 2.232960 -0.613766 0.10 0.25 -0.14
H -0.452789 2.166656 -2.311792 0.24 0.09 -0.15
N -2.388989 0.266545 -0.321825 0.04 -0.39 0.15
C -3.469024 0.147471 0.110213 0.00 0.25 0.04
N -4.699481 0.111580 0.502513 0.05 -0.16 0.13
C -4.959122 -0.317601 1.728199 -0.04 0.06 -0.15
N -5.286732 -0.670219 2.784144 -0.01 -0.01 0.03
```
Positions in Å, forces in eV/Å.

Results
* total energy: -59913.174 eV
* charge: -1
* ΔE to the lowest compared entry with this formula, charge and spin: 81.33 kcal per mole
* gap between HOMO and LUMO (spin up / spin down): 6.27 / 2.74 eV
* LUMO level (spin up / spin down): 2.2 / 2.2 eV
* HOMO (spin up / spin down): -0.1500 / -0.0194 hartree